10
Properties=species:S:1:pos:R:3:forces:R:3:mulliken_charge:R:1 method="wB97M-V/def2-TZVPD" molar_mass_g_mol=96.154 homo_ev=-9.0 de_lowest_ev=0.0764 fmax_ha_per_bohr=0.03465 homo_lumo_gap_ev=7.40
S -2.716 0.794 -0.147 1.680 -0.566 0.181 -0.219
C -1.136 0.318 -0.050 -0.636 0.703 -0.287 0.346
C -0.175 0.500 1.075 -0.415 0.167 0.653 -0.468
C 0.995 -0.051 0.734 -0.601 0.507 0.488 -0.357
C 0.920 -0.522 -0.645 -0.569 -0.514 -0.711 -0.372
C -0.322 -0.328 -1.120 -0.052 -0.024 0.031 -0.506
H -0.407 0.995 2.018 -0.095 -0.275 -0.338 0.379
H 1.832 -0.136 1.391 0.505 0.029 0.108 0.404
H 1.730 -1.002 -1.164 0.140 0.003 -0.159 0.392
H -0.720 -0.568 -2.093 0.044 -0.030 0.034 0.401